Computed, not measured: the molecule C11H16OSi, with ωB97M-V with the def2-TZVPD basis set.

Summary:
* HOMO energy: -8.720 eV
* E_tot: -793.4062 Eh
* structure (SMILES): C[Si](C)(C)[C@]1(c2ccccc2)CO1
* charge: 0
* energy relative to the best compared isomer or geometry (same formula, charge and spin): 135.7 kJ/mol
* HOMO-LUMO gap: 0.351 Eh
* max |F|: 4.93 eV Å⁻¹

Bonds (Å) are listed after each position.
Atoms and positions in Å:
1 C 0.10 -2.51 -0.50  Si2 1.901, H14 1.082, H15 1.176, H16 1.131
2 Si -1.05 -1.33 0.46  C1 1.901, C3 1.887, C4 1.950, C5 1.932
3 C -2.74 -1.80 -0.22  Si2 1.887, H17 1.094, H18 1.163, H19 1.056
4 C -0.61 -1.45 2.36  Si2 1.950, H20 1.061, H21 1.044, H22 1.089
5 C -0.69 0.50 -0.01  Si2 1.932, C6 1.433, C12 1.531, O13 1.408
6 C 0.60 1.01 -0.38  C5 1.433, C7 1.360, C11 1.391
7 C 1.71 0.65 0.34  C6 1.360, C8 1.360, H23 1.097
8 C 2.92 1.18 0.03  C7 1.360, C9 1.429, H24 1.097
9 C 3.13 2.20 -0.94  C8 1.429, C10 1.381, H25 1.013
10 C 2.00 2.56 -1.64  C9 1.381, C11 1.452, H26 1.070
11 C 0.69 1.99 -1.37  C6 1.391, C10 1.452, H27 1.078
12 C -1.72 1.53 0.45  C5 1.531, O13 1.400, H28 1.116, H29 1.124
13 O -1.72 0.98 -0.84  C5 1.408, C12 1.400
14 H 0.89 -3.12 -0.08  C1 1.082
15 H -0.66 -3.14 -1.14  C1 1.176
16 H 0.68 -1.99 -1.31  C1 1.131
17 H -2.81 -2.89 -0.17  C3 1.094
18 H -3.54 -1.11 0.26  C3 1.163
19 H -2.90 -1.64 -1.25  C3 1.056
20 H -1.08 -2.19 2.95  C4 1.061
21 H 0.40 -1.42 2.64  C4 1.044
22 H -1.04 -0.53 2.74  C4 1.089
23 H 1.69 -0.02 1.20  C7 1.097
24 H 3.71 0.84 0.71  C8 1.097
25 H 3.99 2.61 -1.30  C9 1.013
26 H 2.14 3.17 -2.51  C10 1.070
27 H -0.18 2.17 -1.97  C11 1.078
28 H -2.46 1.13 1.18  C12 1.116
29 H -1.47 2.62 0.31  C12 1.124